#one
A cluster of 2 separate species, C5H13NO2 in total, computed with ωB97M-V/def2-TZVPD.

Structure (XYZ):
```
21
Properties=species:S:1:pos:R:3:mulliken_charge:R:1
C -0.670 -0.569 1.576 0.015
C 0.948 -1.583 -0.237 -1.520
C 0.769 -0.527 0.810 0.693
C 1.777 0.162 1.321 -0.818
O -0.852 -1.817 2.167 -0.531
O -1.701 -0.295 0.718 -0.653
H -1.315 -2.361 1.515 0.362
H -1.424 0.504 0.044 0.472
H -0.593 0.158 2.401 0.321
H 0.014 -1.757 -0.773 0.318
H 1.707 -1.311 -0.972 0.383
H 1.233 -2.537 0.212 0.332
H 1.631 0.886 2.108 0.290
H 2.787 0.066 0.946 0.275
C -0.664 1.384 -2.240 -0.775
N -0.739 1.623 -0.803 -0.539
H -1.160 2.518 -0.602 0.242
H 0.201 1.554 -0.354 0.264
H -0.141 0.441 -2.405 0.237
H -1.679 1.292 -2.645 0.311
H -0.128 2.169 -2.786 0.320
```

Computed properties:
LUMO = 0.029 Ha
SMILES = C=C(C)C(O)O.CN
orbital gap = 9.962 eV
multiplicity = 1
HOMO = -9.2 eV


#two
A cluster of 3 separate species, C5H13NO2 in total, computed with ωB97M-V/def2-TZVPD.

Structure (XYZ):
```
21
Properties=species:S:1:pos:R:3:mulliken_charge:R:1
C 0.864 -0.138 0.568 0.705
C 0.585 0.619 -0.577 -0.635
C -1.369 -1.544 -0.998 -0.900
C -2.236 0.412 0.068 -1.029
C 2.577 1.198 0.141 -1.142
N -1.241 -0.122 -0.817 -0.287
O 1.369 -1.364 0.463 -0.420
O 0.398 0.137 1.792 -0.514
H 1.401 -1.777 1.339 0.352
H -0.314 0.791 1.741 0.374
H 0.950 0.263 -1.525 0.273
H 0.209 1.624 -0.477 0.402
H -0.571 -1.917 -1.648 0.259
H -2.083 1.492 0.213 0.308
H -1.332 -2.126 -0.053 0.265
H -2.322 -1.813 -1.487 0.321
H -3.259 0.309 -0.333 0.317
H -2.261 -0.063 1.074 0.300
H 3.296 0.438 -0.157 0.312
H 2.708 1.509 1.177 0.370
H 2.631 2.072 -0.505 0.368
```

Computed properties:
LUMO = 0.019 Ha
orbital gap = 7.047 eV
multiplicity = 1
HOMO = -6.5 eV


The data favor #one; the next most stable structure lies 389.2 kJ/mol above it.


#one
A cluster of 2 separate species, C5H13NO2 in total, computed with ωB97M-V/def2-TZVPD.

Structure (XYZ):
```
21
Properties=species:S:1:pos:R:3:mulliken_charge:R:1
C 0.278 2.773 0.285 -1.104
C -0.832 2.045 0.950 -0.409
C -0.982 0.542 0.619 -0.510
C 0.019 -0.355 1.361 -0.618
C -0.002 -1.761 0.736 0.450
N 0.591 -1.836 -0.498 -0.326
O -0.488 -2.692 1.329 -0.611
H 0.313 3.836 0.542 0.355
H 0.348 2.741 -0.805 0.224
H 1.247 2.433 0.673 0.315
H -0.695 2.141 2.039 0.254
H -1.815 2.502 0.824 0.356
H -1.999 0.235 0.854 0.292
H -0.932 0.474 -0.472 0.292
H 0.989 0.148 1.261 0.323
H -0.159 -0.442 2.427 0.344
H 0.768 -2.707 -0.973 0.213
H 0.917 -0.991 -0.902 0.170
H 1.822 0.650 -4.010 0.327
H 0.899 1.013 -2.832 0.310
O 0.948 0.447 -3.638 -0.645
```

Computed properties:
LUMO = 0.016 Ha
SMILES = CCCCC(N)=O.O
orbital gap = 10.036 eV
multiplicity = 1
HOMO = -9.6 eV


#two
A cluster of 2 separate species, C5H13NO2 in total, computed with ωB97M-V/def2-TZVPD.

Structure (XYZ):
```
21
Properties=species:S:1:pos:R:3:mulliken_charge:R:1
C 1.159 2.093 1.223 -1.505
C -0.163 1.379 0.982 0.580
C -0.886 1.912 -0.233 -1.474
N 0.105 -0.086 0.834 -0.618
H 1.559 1.782 2.189 0.391
H 1.903 1.824 0.468 0.346
H 1.047 3.171 1.252 0.406
H -0.773 1.512 1.874 0.220
H -0.219 1.881 -1.093 0.356
H -1.161 2.950 -0.062 0.417
H -1.779 1.343 -0.487 0.354
H 1.020 -0.348 1.189 0.267
H -0.587 -0.627 1.340 0.307
H 0.073 -0.489 -0.563 0.494
O -0.627 -2.355 -2.990 -0.610
C -0.253 -2.019 -1.896 0.623
O 0.068 -0.780 -1.599 -0.526
C -0.129 -3.074 -0.796 -0.788
H 0.164 -2.674 0.172 0.254
H -1.100 -3.551 -0.698 0.242
H 0.578 -3.842 -1.105 0.264
```

Computed properties:
LUMO = 0.019 Ha
SMILES = CC(=O)O.CC(C)N
orbital gap = 9.828 eV
multiplicity = 1
HOMO = -9.3 eV


The data favor #two; the next most stable structure lies 5.1 kJ/mol above it.